Entry 1:
{
  "formula": "C17H13Br2CuIN6O",
  "method": "wB97M-V/def2-TZVPD",
  "total_charge": -1,
  "e_lumo_ha": 0.0784,
  "homo_ev": -4.309,
  "symbols": ["Cu", "C", "C", "C", "C", "C", "C", "Br", "C", "C", "Br", "C", "O", "C", "N", "H", "H", "H", "H", "H", "H", "N", "C", "N", "C", "N", "C", "C", "N", "C", "C", "N", "H", "H", "H", "H", "H", "I", "C", "H", "H"],
  "positions_angstrom": [[-0.53103, -0.24814, 0.69709], [1.49291, 1.21172, -1.17246], [0.13079, 1.82890, -1.24262], [-0.21018, 2.84950, -2.15751], [-1.47000, 3.37192, -2.13957], [-2.44043, 2.87142, -1.23743], [-3.77416, 3.34295, -1.13524], [-4.37904, 4.77728, -2.22677], [-4.64350, 2.76841, -0.25296], [-4.24304, 1.69543, 0.55334], [-5.52241, 0.92822, 1.72371], [-2.96436, 1.14113, 0.52170], [-2.58439, 0.13157, 1.19723], [-2.04797, 1.81304, -0.39953], [-0.77320, 1.34301, -0.42229], [2.19778, 1.71747, -1.83410], [1.41900, 0.18640, -1.55067], [3.06807, 0.80965, 0.21926], [0.54766, 3.21557, -2.83604], [-1.74559, 4.16845, -2.81743], [-5.65943, 3.13083, -0.17858], [-1.09424, -3.69048, 2.66140], [-1.38965, -2.47199, 2.21066], [-0.37167, -2.03020, 1.49932], [0.54037, -3.04187, 1.53503], [0.13109, -4.07642, 2.24079], [1.84340, -2.99280, 0.84024], [2.78562, -3.99707, 1.01676], [3.96249, -3.95858, 0.40226], [4.19015, -2.91042, -0.38164], [3.24831, -1.90161, -0.56873], [2.06891, -1.94756, 0.04226], [-1.65375, -4.30335, 3.22803], [-2.30239, -1.92097, 2.37599], [2.58409, -4.84006, 1.66544], [5.14844, -2.85479, -0.88151], [3.46886, -1.05051, -1.20733], [5.28651, 0.74581, -1.76627], [2.06943, 1.23954, 0.23642], [1.46317, 0.67969, 0.95115], [2.15339, 2.26889, 0.59059]],
  "atomic_forces_ev_per_a": [[0.0, -0.3, -0.1], [0.2, 0.1, -0.2], [0.0, -0.1, -0.2], [0.0, 0.0, 0.2], [0.0, 0.0, 0.0], [-0.1, 0.1, -0.1], [0.0, -0.1, 0.0], [0.0, 0.0, 0.0], [0.0, 0.0, 0.0], [-0.1, 0.1, 0.0], [0.0, 0.0, 0.0], [0.1, -0.1, -0.1], [-0.1, 0.1, 0.1], [0.0, 0.1, 0.0], [-0.2, -0.1, 0.0], [-0.1, 0.1, 0.0], [0.0, 0.0, 0.2], [0.1, 0.0, 0.0], [0.0, 0.0, 0.0], [0.0, 0.0, 0.0], [0.0, 0.0, 0.0], [0.0, 0.0, 0.0], [0.1, 0.1, 0.0], [0.0, 0.2, 0.0], [0.0, -0.1, 0.0], [0.0, 0.0, 0.0], [0.0, 0.0, 0.0], [-0.1, 0.1, 0.0], [0.1, 0.0, -0.1], [0.1, 0.0, 0.0], [-0.3, -0.1, 0.1], [0.0, -0.1, 0.1], [0.0, 0.0, 0.0], [-0.1, 0.0, 0.0], [0.0, 0.0, 0.0], [0.0, 0.1, 0.0], [0.0, -0.1, 0.0], [0.3, 0.2, -0.2], [0.2, 0.1, 0.0], [0.0, 0.0, 0.0], [0.0, 0.0, 0.0]]
}

---

Entry 2:
{
  "formula": "C3H5BrClF",
  "method": "wB97M-V/def2-TZVPD",
  "e_above_lowest_ev": 0.945,
  "e_lumo_ha": 0.0225,
  "homo_ev": -10.031,
  "smiles": "C=C(F)CCl.Br",
  "symbols": ["C", "C", "F", "C", "Cl", "H", "H", "H", "H", "Br", "H"],
  "positions_angstrom": [[0.90702, -0.76732, -0.44302], [1.04794, 0.17240, 0.46337], [2.24571, 0.81280, 0.54752], [0.15768, 0.96147, 1.35875], [-1.52747, 0.43842, 1.18191], [1.70912, -1.24715, -0.97905], [0.03834, -1.37131, -0.60063], [0.38446, 2.06207, 0.96260], [0.61800, 0.93110, 2.41740], [-2.53138, -1.48127, -2.90103], [-3.04943, -0.51122, -2.00784]],
  "atomic_forces_ev_per_a": [[-0.2, -1.3, 0.2], [0.5, 0.6, -0.5], [0.6, -0.3, 0.1], [1.5, 1.7, -0.1], [0.3, 0.4, 0.5], [0.7, 0.7, 0.0], [-0.9, 0.4, 0.4], [-1.2, -2.1, 1.0], [-1.3, -0.1, -1.5], [0.0, 0.0, 0.0], [0.0, 0.0, 0.0]]
}